# 1
ORCA calculation (wB97M-V/def2-TZVPD) on a single C3H9N3 molecule in a non-equilibrium geometry.

- Structure (SMILES): [H]/N=C(\N)NCC
- HOMO: -8.48 eV
- E: -283.92902 Eh
- Gap between HOMO and LUMO: 9.39 eV
- Energy above the lowest of the compared OMol25 structures with the same formula, charge and spin: 142.0 kJ/mol

The geometry in XYZ format:
```
15
Properties=species:S:1:pos:R:3:forces:R:3:nbo_charge:R:1
C -0.861480 -1.651561 1.473155 0.211 0.485 -0.165 -0.61
C 0.114581 -1.078971 0.431865 -0.063 0.563 -1.019 -0.19
N -0.073176 0.365329 0.224047 -3.040 1.381 1.411 -0.69
C 0.325281 1.440318 -0.612135 2.720 -2.345 0.179 0.59
N 0.476505 1.069504 -1.938458 0.191 1.308 0.905 -0.85
N 0.764631 2.509955 -0.059000 -0.100 -0.428 -0.708 -0.72
H -1.512206 -2.416014 1.060522 -0.153 0.080 -0.250 0.21
H -0.278584 -2.158598 2.244275 -0.313 0.408 0.310 0.22
H -1.477080 -0.819915 1.837966 0.140 -0.474 0.451 0.21
H -0.097471 -1.585089 -0.499461 0.529 -0.574 -0.417 0.16
H 1.120131 -1.263676 0.796726 0.266 -0.006 -0.417 0.19
H -0.994341 0.666286 0.534484 0.298 -0.393 0.619 0.37
H 1.071854 1.696140 -2.447917 -0.154 -0.419 -0.734 0.39
H 0.132404 0.198416 -2.277942 0.109 -0.157 -0.205 0.40
H 1.288950 3.027877 -0.768126 -0.642 0.573 0.040 0.32
```
Positions in Å, forces in eV/Å.

# 2
ORCA calculation (wB97M-V/def2-TZVPD) on a molecular structure, C3H9N3 in a non-equilibrium geometry.

- HOMO (spin up / spin down): -8.35 / -8.35 eV
- E: -283.77866 Eh
- Gap between HOMO and LUMO (spin up / spin down): 7.76 / 7.76 eV
- Energy above the lowest of the compared OMol25 structures with the same formula, charge and spin: 536.8 kJ/mol

The geometry in XYZ format:
```
15
Properties=species:S:1:pos:R:3:forces:R:3:nbo_charge:R:1
C -1.537240 -1.195127 0.419633 0.240 0.038 -0.129 -0.43
C 1.621466 0.989510 0.213622 -0.355 0.948 -0.464 -0.68
N -0.655959 -0.036259 0.446120 2.222 -1.263 0.436 -0.35
C 0.646810 -0.073928 -0.258601 -0.003 -4.736 5.819 0.46
N -1.224744 1.042529 -0.211356 2.800 2.029 -4.724 -0.53
N 1.109768 -1.249846 -0.543340 0.344 2.040 -2.875 -0.80
H -0.891194 1.879523 0.269767 -0.415 0.146 0.147 0.34
H -0.276784 0.983410 -1.112036 -4.628 2.056 1.415 0.28
H 0.860449 -1.629838 -1.452026 -0.260 -1.052 0.622 0.39
H -2.047641 -1.307060 -0.539476 -0.008 0.043 -0.127 0.18
H -0.964632 -2.099966 0.601902 0.054 0.082 0.159 0.23
H -2.287846 -1.055403 1.199300 0.030 -0.044 -0.067 0.21
H 1.195531 1.737313 0.881403 -0.210 -0.070 -0.023 0.21
H 2.015513 1.515728 -0.656455 0.281 -0.011 0.048 0.23
H 2.436502 0.499413 0.741545 -0.091 -0.207 -0.237 0.26
```
Positions in Å, forces in eV/Å.

# 3
ORCA calculation (wB97M-V/def2-TZVPD) on a single C3H9N3 molecule in a non-equilibrium geometry.

- Structure (SMILES): CN/C=N/NC
- HOMO: -7.68 eV
- E: -283.89706 Eh
- Gap between HOMO and LUMO: 8.72 eV
- Energy above the lowest of the compared OMol25 structures with the same formula, charge and spin: 225.9 kJ/mol

The geometry in XYZ format:
```
15
Properties=species:S:1:pos:R:3:forces:R:3:nbo_charge:R:1
C 2.907133 0.218372 -0.107497 2.759 -1.192 0.942 -0.41
C 0.522653 0.164482 0.172534 -1.569 2.943 1.960 0.26
C -2.911743 -0.168695 0.006724 -1.373 -0.066 0.944 -0.42
H 2.806669 1.272716 -0.290900 -0.364 0.322 -0.349 0.21
H 3.538785 -0.267361 -0.910298 -1.002 0.649 0.484 0.20
H 3.604480 0.146499 0.796010 -0.949 0.088 -0.826 0.18
H 1.569483 -1.387583 -0.178845 0.184 -1.775 -0.705 0.39
H 0.516884 1.204883 0.679997 0.199 -1.332 -1.257 0.16
H -1.569574 1.133049 -0.833313 -0.276 -0.542 0.664 0.34
H -3.802065 0.577629 -0.120979 1.740 -1.299 0.326 0.20
H -2.982238 -0.957873 -0.768167 0.041 0.428 0.118 0.18
H -3.012596 -0.721027 1.006559 -0.036 0.922 -1.311 0.19
N 1.668274 -0.464645 0.107694 2.146 0.418 0.214 -0.60
N -0.574860 -0.394233 -0.088642 -0.520 -0.411 -0.602 -0.39
N -1.633140 0.532323 0.008001 -0.982 0.848 -0.601 -0.49
```
Positions in Å, forces in eV/Å.

# 4
ORCA calculation (wB97M-V/def2-TZVPD) on 2 unconnected molecules or ions with the total composition C3H9N3 in a non-equilibrium geometry.

- Structure (SMILES): [H]/N=C/N.C=CN
- HOMO: -8.06 eV
- E: -283.92885 Eh
- Gap between HOMO and LUMO: 9.07 eV
- Energy above the lowest of the compared OMol25 structures with the same formula, charge and spin: 142.4 kJ/mol

The geometry in XYZ format:
```
15
Properties=species:S:1:pos:R:3:forces:R:3:nbo_charge:R:1
C 2.510151 -1.119649 0.791328 -0.025 0.751 -0.948 -0.54
C 2.486654 0.212050 0.956485 0.113 -0.719 0.946 0.02
N 1.415622 1.013332 0.662648 -0.817 0.136 -0.758 -0.83
H 1.765982 -1.547124 0.125940 -0.163 -0.250 0.339 0.19
H 3.331430 -1.745022 1.081866 0.275 0.068 0.101 0.21
H 3.256810 0.744124 1.500693 0.160 -0.179 0.122 0.18
H 0.822014 0.779112 -0.118907 0.037 -0.201 0.135 0.38
H 1.439937 1.990526 0.845976 0.378 0.376 0.045 0.38
N -2.376817 0.275170 -1.814609 -0.311 1.168 0.917 -0.83
C -2.079360 0.255101 -0.433468 0.227 -1.199 -1.600 0.27
N -1.738495 -0.885634 -0.005406 0.429 -0.169 0.064 -0.71
H -3.235301 0.729619 -2.096111 0.152 0.132 0.007 0.37
H -2.277544 -0.645886 -2.186378 -0.127 -0.546 -0.204 0.39
H -2.050238 1.224595 0.049325 -0.090 0.124 0.311 0.16
H -1.255764 -0.964391 0.875221 -0.237 0.509 0.523 0.36
```
Positions in Å, forces in eV/Å.

# 5
ORCA calculation (wB97M-V/def2-TZVPD) on a single C3H9N3 molecule in a non-equilibrium geometry.

- Structure (SMILES): [H]/N=C/CN(C)N
- HOMO: -8.76 eV
- E: -283.85426 Eh
- Gap between HOMO and LUMO: 9.88 eV
- Energy above the lowest of the compared OMol25 structures with the same formula, charge and spin: 338.3 kJ/mol

The geometry in XYZ format:
```
15
Properties=species:S:1:pos:R:3:forces:R:3:nbo_charge:R:1
C 1.904125 -0.077216 0.049452 -3.988 2.645 0.530 0.18
C -1.721261 -0.728243 0.277575 1.993 -2.748 -0.012 -0.41
C 0.477413 -0.109527 -0.722155 0.674 -1.942 4.285 -0.29
N 2.614495 -1.058718 0.013298 2.822 -3.329 -0.522 -0.65
N -1.139995 1.465810 0.261910 0.448 2.863 0.227 -0.70
N -0.587554 0.191533 0.363486 1.720 -0.967 -2.001 -0.29
H 1.950528 0.857819 0.724391 0.404 -1.091 -0.917 0.14
H -2.211845 -0.422225 1.135522 -1.903 0.075 1.433 0.21
H -2.323781 -0.588731 -0.628557 0.059 -0.257 0.053 0.17
H -1.392044 -1.887881 0.466180 -0.659 2.884 -0.784 0.19
H 0.536495 0.653470 -1.388110 -0.291 2.316 -2.304 0.18
H 0.264376 -1.091444 -1.202099 0.443 0.725 0.432 0.21
H 3.529931 -1.217790 0.482918 -1.159 1.056 -0.042 0.37
H -0.680806 2.216016 0.900518 -0.790 -2.006 -1.777 0.37
H -1.220076 1.797125 -0.734334 0.225 -0.225 1.399 0.33
```
Positions in Å, forces in eV/Å.

# 6
ORCA calculation (wB97M-V/def2-TZVPD) on a single C3H9N3 molecule in a non-equilibrium geometry.

- Structure (SMILES): [H]/N=C(\N)NCC
- HOMO: -9.21 eV
- E: -283.94845 Eh
- Gap between HOMO and LUMO: 10.15 eV
- Energy above the lowest of the compared OMol25 structures with the same formula, charge and spin: 91.0 kJ/mol

The geometry in XYZ format:
```
15
Properties=species:S:1:pos:R:3:forces:R:3:nbo_charge:R:1
C 2.280079 -0.191756 -0.032243 1.624 -2.419 -1.344 -0.64
C 0.860490 0.015149 0.403285 -0.622 0.096 1.420 -0.24
N -0.206520 -0.470182 -0.517756 1.107 0.939 -0.686 -0.63
C -1.468343 0.099054 -0.479768 0.667 2.057 1.189 0.58
N -1.805877 0.471016 0.902683 0.061 -1.874 -2.176 -0.83
N -2.126040 0.450332 -1.516798 -0.356 -1.425 0.434 -0.75
H 2.944291 -0.593841 0.738814 -0.374 0.546 0.607 0.23
H 2.427385 -1.079625 -0.725509 -0.734 0.995 0.243 0.21
H 2.851002 0.614099 -0.494108 -0.613 0.332 -0.011 0.22
H 0.763054 1.032929 0.786750 -0.455 0.476 -0.918 0.21
H 0.698062 -0.477627 1.357902 0.211 -0.720 0.061 0.18
H 0.143458 -0.480090 -1.470236 -0.254 -0.158 0.006 0.39
H -2.823009 0.443571 0.902122 0.078 0.124 0.644 0.37
H -1.430541 -0.354388 1.373311 -0.571 0.371 0.881 0.36
H -3.107495 0.521362 -1.228444 0.231 0.660 -0.351 0.33
```
Positions in Å, forces in eV/Å.

# 7
ORCA calculation (wB97M-V/def2-TZVPD) on 2 unconnected molecules or ions with the total composition C3H9N3 in a non-equilibrium geometry.

- HOMO: -8.71 eV
- E: -283.81070 Eh
- Gap between HOMO and LUMO: 9.45 eV
- Energy above the lowest of the compared OMol25 structures with the same formula, charge and spin: 452.6 kJ/mol

The geometry in XYZ format:
```
15
Properties=species:S:1:pos:R:3:forces:R:3:nbo_charge:R:1
C 0.260503 -1.562406 -1.839038 0.182 -0.361 0.244 -0.42
C 0.309521 0.957835 2.156342 -0.046 1.110 -0.995 -0.62
N -0.171321 -0.385434 0.577007 -0.836 -2.534 -0.551 -0.43
N -0.878714 -0.984270 -1.144407 -0.182 -0.177 3.398 -0.67
C -0.068081 0.893491 0.577806 0.873 0.413 1.662 0.38
N -0.113700 1.813632 -0.295009 -0.329 0.247 -0.457 -0.82
H -1.212497 -1.317357 -0.034580 1.009 1.219 -3.607 0.50
H -1.090452 -0.034919 -1.432273 -0.287 0.008 0.183 0.41
H 0.128563 2.731392 0.057290 -0.079 -0.075 0.159 0.35
H 0.255494 -2.643089 -1.689328 0.032 0.071 -0.144 0.20
H 0.188456 -1.343256 -2.904411 -0.173 -0.087 0.000 0.21
H 1.227357 -1.178534 -1.494807 -0.214 0.047 0.085 0.20
H 0.403091 0.021990 2.698663 -0.064 -0.113 -0.358 0.24
H -0.497780 1.543513 2.592028 0.125 0.112 0.137 0.22
H 1.259561 1.487410 2.174716 -0.010 0.121 0.246 0.22
```
Positions in Å, forces in eV/Å.

# 8
ORCA calculation (wB97M-V/def2-TZVPD) on a gas-phase ion, C3H9N3O (charge -1) in a non-equilibrium geometry.

- 2S+1: 2
- HOMO (spin up / spin down): 1.12 / -5.93 eV
- ⟨S²⟩: 0.75
- E: -359.19694 Eh
- Charge: -1
- Gap between HOMO and LUMO (spin up / spin down): 2.93 / 10.01 eV
- Energy above the lowest of the compared OMol25 structures with the same formula, charge and spin: 24.0 kJ/mol

The geometry in XYZ format:
```
16
Properties=species:S:1:pos:R:3:forces:R:3:mulliken_spin:R:1
C -0.488923 -0.181529 0.437431 -0.121 0.864 0.550 1.83
N 0.144520 0.558101 -0.631857 0.133 -0.669 -1.286 -1.51
C 0.620409 1.812472 -0.731009 -0.699 0.611 1.071 1.42
N 0.651788 2.534781 0.480056 0.549 -0.148 -0.788 -0.19
O 0.999825 2.307466 -1.788801 0.261 -0.209 0.235 -0.17
C -0.051770 -1.608921 0.598549 -0.329 -0.804 -0.256 0.67
N -0.084341 -2.362059 -0.667341 0.656 0.124 0.210 0.19
H -1.577739 -0.139411 0.317140 0.000 -0.148 -0.115 0.15
H -0.305480 0.339617 1.385290 0.077 -0.070 -0.004 -0.35
H 0.029890 0.175128 -1.562827 0.097 -0.215 0.272 0.02
H 1.022111 3.449173 0.271652 -0.273 0.203 0.269 -0.05
H -0.170406 2.507880 1.068877 0.086 -0.072 -0.042 -0.24
H 0.933826 -1.722646 1.037436 0.219 0.291 -0.025 0.10
H -0.758386 -2.066634 1.308726 0.022 0.178 0.228 -0.42
H 0.033659 -3.355313 -0.457458 -0.112 0.213 -0.095 -0.25
H -0.998983 -2.248105 -1.065865 -0.567 -0.150 -0.223 -0.20
```
Positions in Å, forces in eV/Å.

# 9
ORCA calculation (wB97M-V/def2-TZVPD) on 2 unconnected molecules or ions with the total composition C3H9N3O.

- Structure (SMILES): C/N=C\N.NC=O
- HOMO: -8.63 eV
- E: -359.21387 Eh
- Gap between HOMO and LUMO: 9.36 eV
- Energy above the lowest of the compared OMol25 structures with the same formula, charge and spin: 80.3 kJ/mol

The geometry in XYZ format:
```
16
Properties=species:S:1:pos:R:3:forces:R:3:nbo_charge:R:1
C 1.420427 1.682320 -0.047070 0.029 0.353 0.779 0.54
N 1.000538 2.333240 1.073787 0.044 -0.227 -0.007 -0.82
O 0.722227 1.421040 -0.992904 -0.215 -0.163 -0.374 -0.62
H 2.489141 1.424723 0.015473 0.061 0.033 -0.217 0.11
H 0.009924 2.416280 1.268719 0.271 0.078 -0.162 0.40
H 1.650680 2.441251 1.836758 -0.196 -0.052 -0.050 0.39
C 0.487709 -1.890392 -0.541263 -0.330 0.242 0.161 -0.45
N -1.827937 -0.203684 -0.587196 0.070 -0.024 -0.022 -0.85
C -1.610015 -1.236322 0.294425 0.240 -0.278 0.057 0.27
N -0.616981 -2.017660 0.395709 0.027 -0.255 -0.161 -0.50
H 0.886052 -2.874476 -0.777267 0.020 -0.080 0.116 0.20
H 1.274415 -1.307694 -0.061612 0.195 0.036 -0.182 0.19
H 0.200074 -1.411740 -1.481423 0.139 0.079 -0.048 0.18
H -2.617635 0.378647 -0.387590 -0.131 0.086 -0.002 0.38
H -1.036853 0.288018 -0.975682 0.079 0.000 -0.014 0.42
H -2.431766 -1.443549 0.967134 -0.303 0.171 0.125 0.16
```
Positions in Å, forces in eV/Å.

# 10
ORCA calculation (wB97M-V/def2-TZVPD) on a single C3H9N3O molecule in a non-equilibrium geometry.

- Structure (SMILES): NCNCC(N)=O
- HOMO: -8.95 eV
- E: -359.17741 Eh
- Gap between HOMO and LUMO: 9.74 eV
- Energy above the lowest of the compared OMol25 structures with the same formula, charge and spin: 176.0 kJ/mol

The geometry in XYZ format:
```
16
Properties=species:S:1:pos:R:3:forces:R:3:nbo_charge:R:1
O 0.545201 2.183840 0.933568 -0.937 -0.752 -0.798 -0.59
C 0.101457 1.766451 -0.137095 1.987 0.787 1.057 0.66
N -0.145178 2.710501 -1.116359 0.029 0.615 -0.484 -0.84
C 0.147541 0.271359 -0.488979 0.430 0.295 -1.102 -0.31
N -0.994146 -0.565949 -0.014723 3.537 -1.824 -3.331 -0.61
C -0.501920 -1.918960 0.307513 0.325 0.488 0.860 -0.05
N 0.395721 -1.863691 1.480633 -0.058 1.208 0.058 -0.89
H 0.369420 3.563391 -1.061594 0.212 0.560 1.458 0.39
H -0.318005 2.706154 -2.099319 -0.631 -1.846 -0.438 0.39
H 0.132272 0.327314 -1.593921 -0.087 -0.676 0.290 0.19
H 1.259642 -0.084346 -0.247208 -2.501 0.646 -0.016 0.21
H -1.462444 -0.178636 0.717487 -1.217 1.212 2.679 0.37
H -1.358996 -2.541137 0.535384 -0.256 -0.009 0.463 0.19
H -0.034444 -2.470115 -0.521568 -0.016 0.889 -0.435 0.16
H 0.697616 -2.746407 1.829159 0.289 -0.493 0.047 0.37
H 1.166266 -1.159762 1.477018 -1.106 -1.102 -0.307 0.37
```
Positions in Å, forces in eV/Å.

- The highest E belongs to which entry?
  number 2